{"formula": "C3H6FNO", "method": "wB97M-V/def2-TZVPD", "spin_multiplicity": 1, "homo_ev": -9.85, "e_above_lowest_kcal_mol": 68.7, "energy_ha": -347.6786, "homo_lumo_gap_ev": 10.6, "elements": ["O", "C", "N", "C", "C", "F", "H", "H", "H", "H", "H", "H"], "xyz": [[2.684, 0.757, -0.117], [1.632, 0.165, 0.243], [0.817, -0.731, -0.432], [-0.486, -0.731, 0.198], [-1.214, 0.595, -0.061], [-0.240, 1.659, -0.076], [1.243, -0.042, 1.415], [0.743, -0.589, -1.565], [-1.237, -1.467, -0.169], [-0.017, -0.990, 1.253], [-2.275, 0.963, 0.466], [-1.649, 0.411, -1.156]]}